Density functional theory data (ωB97M-V/def2-TZVPD) for the ion C8H13F3NO3S with charge +1 in a non-equilibrium geometry.

HOMO-LUMO gap, eV: 9.56
LUMO energy, eV: -4.73
SMILES: CCOCC1=[NH+]C[C@H](S(=O)(=O)C(F)(F)F)C1
Energy above the lowest of the compared OMol25 structures with the same formula, charge and spin, kcal/mol: 0.0
Net charge: +1

```
29
Properties=species:S:1:pos:R:3:forces:R:3
S -3.621 -0.127 -0.287 -1.0 -0.9 0.1
F -4.473 2.088 0.845 0.3 -0.1 -0.7
F -4.702 1.983 -1.341 0.3 0.1 0.7
F -2.734 2.359 -0.452 -0.6 -0.1 0.1
O 2.288 0.148 -0.786 -0.4 -0.1 -0.2
O -4.525 -0.661 0.675 0.2 0.1 0.6
O -3.678 -0.645 -1.611 0.7 0.4 -0.6
N -0.100 -1.481 0.822 0.0 0.1 0.0
C -1.966 -0.308 0.358 0.0 -0.1 -0.5
C -1.518 -1.764 0.436 0.7 -0.2 0.4
C 4.572 0.639 0.054 0.0 -0.2 -0.1
C 1.674 0.162 0.472 0.6 0.1 -0.1
C -3.918 1.721 -0.304 0.1 0.2 -0.2
C 0.314 -0.390 0.292 0.0 -0.3 -0.6
C 3.654 -0.264 -0.757 0.5 0.1 -0.2
C -0.791 0.245 -0.492 -0.3 0.2 1.6
H -1.447 -2.234 -0.538 -0.4 -0.2 -0.2
H -1.976 -2.420 1.160 -0.3 0.0 0.2
H -1.961 0.041 1.385 -0.2 0.5 0.1
H 5.373 0.046 0.475 0.2 -0.1 0.1
H -0.671 1.316 -0.437 -0.1 0.2 -0.5
H -0.907 -0.166 -1.488 0.3 0.2 -0.5
H 0.477 -2.044 1.433 0.0 -0.3 0.0
H 2.234 -0.423 1.200 0.0 -0.1 0.2
H 3.740 -1.305 -0.456 -0.3 -0.2 0.3
H 3.974 -0.234 -1.788 -0.1 0.0 -0.3
H 5.017 1.391 -0.580 0.0 0.3 -0.1
H 4.079 1.141 0.879 -0.2 0.0 0.2
H 1.592 1.187 0.830 -0.1 0.2 0.3
```
Positions in Å, forces in eV/Å.



Density functional theory data (ωB97M-V/def2-TZVPD) for a cluster of 3 separate species, C20H44FNO5PS in total.

HOMO-LUMO gap, eV: 6.87
LUMO energy, eV: 2.26
Net charge: -1

```
73
Properties=species:S:1:pos:R:3:forces:R:3
S 3.295 -0.337 6.177 0.1 0.0 0.1
P 1.804 -0.318 2.208 -0.1 0.0 0.0
F 2.354 -3.096 1.985 0.0 0.0 0.0
O -0.533 1.218 -4.707 0.2 0.1 -0.1
O 0.501 -0.006 3.441 0.2 -0.3 0.7
O 2.998 -0.125 3.535 -0.1 0.0 0.1
O 0.145 -3.677 -5.254 -0.1 -0.1 -0.1
O 0.230 0.854 5.549 0.1 0.0 -0.7
N 3.122 -0.683 1.090 0.0 0.4 0.0
C 1.778 -2.201 -6.151 0.0 0.0 0.0
C -2.874 2.004 0.602 -0.1 0.2 -0.1
C -0.522 -3.595 3.475 0.2 0.0 0.2
C -1.459 0.803 -1.229 0.0 0.1 -0.1
C 0.067 -2.659 2.413 0.0 -0.2 -0.2
C 1.492 -2.190 2.690 0.1 -0.1 0.3
C 0.963 -0.075 4.741 -0.3 0.6 -0.6
C -3.138 2.023 2.130 -0.1 -0.1 0.0
C -1.500 0.807 -5.300 -0.1 -0.1 0.0
C -2.148 1.601 -6.411 0.0 0.0 0.0
C 0.947 1.562 -0.579 0.2 0.0 -0.1
C -0.342 1.847 -1.388 0.2 0.1 0.2
C 0.961 2.160 0.841 -0.3 0.1 0.0
C -2.164 0.729 0.131 -0.1 -0.2 0.1
C 1.108 -2.977 -5.041 0.1 0.2 0.1
C 2.439 0.349 4.709 0.0 -0.3 -0.5
C 1.896 1.550 1.898 0.2 0.3 0.1
C -2.111 -0.533 -4.977 0.1 0.0 0.1
C 1.689 -2.812 -3.660 -0.1 -0.1 0.0
C -2.555 3.243 2.869 0.0 0.0 0.1
H 1.797 1.983 -1.140 -0.1 -0.1 0.1
H -1.588 -3.786 3.309 0.1 0.0 0.0
H 3.887 -1.106 1.594 0.2 0.0 0.1
H -1.616 2.538 -6.552 0.0 0.0 0.0
H -1.701 3.661 2.327 -0.1 -0.1 0.1
H 1.125 0.482 -0.530 -0.1 0.1 -0.1
H -0.411 -3.161 4.481 -0.1 -0.1 -0.3
H -3.192 1.801 -6.166 0.0 0.0 0.0
H -2.920 -0.072 0.078 0.2 0.1 0.1
H -1.011 -0.180 -1.434 -0.1 0.1 0.0
H -2.029 -1.193 -5.844 0.0 0.0 0.0
H -2.135 1.023 -7.337 0.0 0.0 0.0
H 2.821 -1.359 0.405 -0.1 -0.2 0.0
H 1.226 3.226 0.731 -0.2 -0.1 0.1
H -1.447 0.413 0.894 0.0 0.1 0.0
H 3.747 0.827 6.650 0.1 0.0 0.1
H -0.067 2.155 1.239 0.2 -0.1 -0.1
H 2.734 -3.128 -3.652 0.0 0.0 0.0
H -2.193 2.963 3.867 -0.1 0.1 -0.2
H 1.122 -3.401 -2.945 0.0 0.0 0.0
H -0.718 2.848 -1.113 0.1 -0.2 -0.1
H -0.080 1.886 -2.451 -0.1 0.0 0.2
H -2.712 1.111 2.572 -0.1 0.2 -0.1
H 1.760 -2.372 3.741 -0.1 0.1 -0.2
H 2.474 1.443 4.792 0.1 -0.1 0.0
H 1.267 -2.388 -7.092 0.0 0.0 0.0
H -3.171 -0.427 -4.738 0.0 0.0 0.0
H -1.593 -0.981 -4.133 0.0 0.0 0.0
H 1.630 2.038 2.847 0.1 0.0 -0.2
H -2.286 2.889 0.325 0.0 -0.2 0.1
H 0.054 0.432 6.378 -0.1 -0.3 0.7
H -3.828 2.099 0.057 0.2 0.0 0.1
H 1.666 -1.761 -3.367 0.0 0.0 0.0
H -4.223 1.989 2.313 0.3 -0.1 0.0
H -2.224 0.962 -2.008 0.2 0.1 0.1
H -0.002 -4.565 3.477 -0.1 0.2 0.0
H 2.944 1.804 1.681 -0.2 -0.1 0.0
H -0.580 -1.791 2.271 0.1 -0.1 0.1
H -3.301 4.041 2.990 0.2 -0.1 -0.1
H 0.864 -1.089 5.173 -0.1 0.2 0.0
H 2.825 -2.497 -6.234 0.0 0.0 0.0
H 0.101 -3.197 1.454 -0.1 0.2 0.1
H 0.784 -0.490 1.224 -0.2 0.0 -0.1
H 1.756 -1.134 -5.920 0.0 0.0 0.0
```
Positions in Å, forces in eV/Å.